[1]
11
Properties=species:S:1:pos:R:3:forces:R:3:lowdin_charge:R:1 method="wB97M-V/def2-TZVPD" de_lowest_ev=4.3906 orbital_gap_ev="7.7 / 7.7" lumo_energy_ev="-0.370 / -0.370" homo_ha="-0.298 / -0.298" energy_ev=-7762.136
N 2.3112 -0.3490 -0.5903 -0.954 0.199 0.683 0.214
C 1.2333 0.1649 -0.4066 0.534 0.058 -0.567 -0.121
C 0.1778 1.0409 -0.5671 -0.228 -0.265 0.324 -0.087
C -1.0032 0.6050 0.0501 0.359 -0.088 -0.072 -0.001
C -1.1364 -0.8433 0.3413 -0.122 0.179 -0.018 -0.366
O -0.0507 -0.7525 1.2125 -0.004 0.083 -0.201 -0.205
H 2.9222 -0.6941 0.1478 -0.202 0.128 -0.265 0.111
H 0.3676 2.0650 -0.8821 0.047 -0.317 0.188 0.109
H -1.7399 1.3373 0.4013 0.242 -0.229 -0.143 0.125
H -1.0030 -1.5050 -0.5387 0.048 0.178 0.227 0.114
H -2.0909 -1.1006 0.8400 0.278 0.074 -0.155 0.108



[2]
11
Properties=species:S:1:pos:R:3:forces:R:3:lowdin_charge:R:1 method="wB97M-V/def2-TZVPD" de_lowest_ev=3.5804 orbital_gap_ev=10.1 lumo_energy_ev=1.034 homo_ha=-0.332 energy_ev=-7762.946
O 1.8881 -0.4061 -0.9217 -0.180 0.453 0.225 0.036
C 1.4751 0.5127 -0.2587 0.100 -0.063 -0.133 -0.468
C 0.4825 1.4866 0.0897 0.150 -0.062 0.025 0.065
C 1.6306 1.4783 0.7782 0.024 -0.073 -0.043 0.086
H -0.4741 1.9939 0.0238 0.130 -0.146 -0.074 0.100
H 2.1724 1.9469 1.5901 -0.066 -0.063 -0.080 0.103
C -1.7390 -1.1748 -0.3542 0.138 0.021 0.133 -0.128
N -0.6463 -1.4106 0.2376 -0.397 -0.059 -0.153 0.036
H -2.1819 -0.1798 -0.2559 -0.015 -0.128 0.032 0.051
H -2.2937 -1.8907 -0.9701 0.139 0.040 0.007 0.064
H -0.3137 -2.3564 0.0410 -0.023 0.079 0.062 0.055



[3]
11
Properties=species:S:1:pos:R:3:forces:R:3:lowdin_charge:R:1 method="wB97M-V/def2-TZVPD" de_lowest_ev=0.5153 orbital_gap_ev=9.5 lumo_energy_ev=0.876 homo_ha=-0.318 energy_ev=-7766.011
O -1.3265 1.9984 -0.2719 0.366 -0.207 -0.020 0.064
C -0.6334 1.0132 -0.1614 0.090 0.408 -0.121 -0.491
C -0.9898 -0.4496 -0.2759 -0.263 0.131 0.305 -0.087
C 0.3205 -1.1727 -0.2964 0.056 0.070 0.350 -0.086
C 1.2326 -0.3108 0.1692 -0.017 -0.086 0.006 -0.121
N 0.6522 0.9471 0.3756 0.043 0.306 -0.175 0.080
H -1.8141 -0.7876 -0.9038 0.199 0.374 0.072 0.125
H -1.3169 -0.3233 0.7904 -0.404 -1.333 -0.263 0.156
H 0.4886 -2.2037 -0.5844 -0.079 0.242 0.174 0.097
H 2.2748 -0.4717 0.4146 -0.128 0.059 -0.163 0.115
H 1.1119 1.7605 0.7442 0.137 0.035 -0.166 0.148